(1)
Here is C5H3ClS in the gas phase at a distorted geometry from the OMol25 dataset. Energies are from the ωB97M-V functional and the def2-TZVPD basis.

The geometry in XYZ format:
```
10
Properties=species:S:1:pos:R:3
C -0.98751 0.01703 1.42378
C -0.49779 -1.15051 -1.00240
C 0.24563 0.35472 0.74924
C 0.50898 -0.43355 -0.52532
C 1.33293 0.64486 -0.03595
S -1.77831 -1.18851 0.33924
Cl -1.02877 -1.02800 3.36343
H -1.54618 0.80802 1.89579
H -0.74850 -1.90170 -1.70521
H 2.34200 0.97242 -0.06176
```

The molecular weight comes out at 130.6 g mol⁻¹. The HOMO-LUMO gap (alpha / beta) comes out at 6.847 / 6.847 eV. As for the calculated total energy: -28585.535 eV. As for the SMILES: Cl[C@@H]1SC=C2C=C21. As for the relative energy (zero: lowest compared OMol25 entry of this formula, charge and spin): 4.215 eV.

Formally, the Löwdin partial charges of the atoms, in units of the elementary charge, are as follows: -0.63, -0.30, -0.15, -0.25, 0.15, 0.88, 0.13, 0.04, 0.04, 0.10



(2)
Here is a molecular structure, C5H3CrN5O4 at a distorted geometry from the OMol25 dataset. Energies are from the ωB97M-V functional and the def2-TZVPD basis.

The geometry in XYZ format:
```
18
Properties=species:S:1:pos:R:3
Cr 1.85175 -0.81723 -0.31090
O -2.04297 -3.10050 3.79264
C -1.21448 -2.94849 3.01509
C 2.29889 -0.83962 -2.08345
O 2.26316 -1.12432 -3.25775
C 1.90447 0.99910 0.30018
O 2.00382 1.93688 1.02707
C 3.17782 -1.62888 0.73669
O 3.96417 -2.08377 1.48963
N -2.34744 2.56941 0.00932
N -1.68802 1.39293 -0.33574
N -2.31480 0.33375 -0.91524
C -1.30413 -0.53208 -0.98340
N -0.11324 -0.06578 -0.50340
N -0.42744 1.19154 -0.03921
H -1.69692 3.29666 0.29146
H -2.85934 2.89529 -0.81400
H -1.45532 -1.47488 -1.41897
```

The molecular weight comes out at 249.1 g mol⁻¹. As for the charge: +2. The multiplicity is 5. The HOMO-LUMO gap (alpha / beta) comes out at 6.853 / 6.773 eV. As for the calculated total energy: -49271.365 eV. The expectation value of S² is 6.032.

Formally, the Löwdin partial charges of the atoms, in units of the elementary charge, are as follows: 0.75, 0.03, -0.01, 0.00, 0.23, -0.03, 0.23, 0.02, 0.26, 0.20, -0.19, 0.22, -0.10, -0.08, 0.08, 0.13, 0.14, 0.13



(3)
Here is a molecular structure, C5H3F2IN2 at a distorted geometry from the OMol25 dataset. Energies are from the ωB97M-V functional and the def2-TZVPD basis.

The geometry in XYZ format:
```
13
Properties=species:S:1:pos:R:3
C -1.58797 -2.59726 0.65555
C -1.26586 -1.41792 0.73713
C 0.13983 0.20867 -0.45096
C 1.35556 1.83199 -0.29693
C -0.68528 -0.09189 0.82684
N 0.55846 -0.81901 -1.29431
N -0.35000 -0.12061 -1.70817
F -1.62350 0.87253 1.00325
F 0.06947 -0.07985 1.93231
I 3.02391 1.26301 -1.52839
H -1.91710 -3.50223 0.26523
H 1.57715 1.80354 0.68888
H 0.70532 2.64903 -0.83044
```

The molecular weight comes out at 256.0 g mol⁻¹. The HOMO-LUMO gap comes out at 9.578 eV. As for the calculated total energy: -21742.989 eV. As for the relative energy (zero: lowest compared OMol25 entry of this formula, charge and spin): 0.000 eV.

Formally, the Löwdin partial charges of the atoms, in units of the elementary charge, are as follows: 0.18, -0.01, -0.38, -0.48, -0.56, 0.11, 0.17, 0.10, 0.11, 0.73, 0.03, -0.06, 0.06



(4)
Here is a molecular structure, C5H3MgO3 at a distorted geometry from the OMol25 dataset. Energies are from the ωB97M-V functional and the def2-TZVPD basis.

The geometry in XYZ format:
```
12
Properties=species:S:1:pos:R:3
C -1.17528 -0.03711 -0.25068
C -2.22677 0.70936 -0.36447
O -3.14784 1.41268 -0.50293
C -0.60053 -1.40914 -0.18288
C 0.01754 -0.29366 0.59247
O 1.23583 0.23728 0.17351
C 1.52254 1.80820 0.30308
O 2.65584 1.87012 -0.16967
Mg 3.04112 -0.07861 -0.57231
H -1.15058 -2.17481 0.36773
H -0.07373 -1.76444 -1.07225
H -0.09816 -0.27985 1.67840
```

The molecular weight comes out at 135.4 g mol⁻¹. As for the charge: +1. The HOMO-LUMO gap comes out at 5.204 eV. As for the calculated total energy: -16809.963 eV. As for the relative energy (zero: lowest compared OMol25 entry of this formula, charge and spin): 0.892 eV.

Formally, the Löwdin partial charges of the atoms, in units of the elementary charge, are as follows: -0.13, -0.09, 0.22, -0.02, -0.31, -0.29, -0.02, -0.12, 1.37, 0.13, 0.11, 0.17



(5)
Here is a molecular structure, C5H3MgO6 at a distorted geometry from the OMol25 dataset. Energies are from the ωB97M-V functional and the def2-TZVPD basis.

The geometry in XYZ format:
```
15
Properties=species:S:1:pos:R:3
O 3.52809 0.67480 -3.75878
C 2.57415 0.37475 -3.22864
Mg -0.55043 -0.14738 0.40869
O -0.38541 -0.79735 -2.88557
C -0.36182 -0.54343 -1.77655
C 0.30199 0.67535 2.41018
O 0.62711 1.04954 3.45078
C -0.93298 2.04289 -0.07871
O -1.20458 3.11898 -0.36013
C 0.83440 -1.91117 0.79161
O 1.46421 -2.85306 0.95445
H 1.41166 0.63171 -0.03932
O -2.46456 -0.87191 0.99977
H -2.10610 -1.41981 1.71964
H -2.73574 -0.02391 1.39255
```

The molecular weight comes out at 183.4 g mol⁻¹. As for the charge: +1. The HOMO-LUMO gap (alpha / beta) comes out at 7.161 / 7.160 eV. As for the calculated total energy: -22954.525 eV. As for the relative energy (zero: lowest compared OMol25 entry of this formula, charge and spin): 0.000 eV.

Formally, the Löwdin partial charges of the atoms, in units of the elementary charge, are as follows: 0.05, 0.00, 0.19, 0.15, -0.02, -0.02, 0.15, -0.01, 0.16, -0.01, 0.17, 0.02, -0.02, 0.09, 0.09



(6)
Here is C5H3N in the gas phase at a distorted geometry from the OMol25 dataset. Energies are from the ωB97M-V functional and the def2-TZVPD basis.

The geometry in XYZ format:
```
9
Properties=species:S:1:pos:R:3
C -0.32212 -0.65917 -0.00571
C -1.82858 1.51295 -0.01149
C -1.06562 0.59215 0.10169
C 2.62799 0.87797 -0.03575
C 0.98350 -0.97445 0.02493
N 1.92388 -0.01955 0.09429
H -1.13454 -1.48469 -0.15307
H -2.61828 2.19030 0.10254
H 1.43377 -2.03551 -0.11744
```

The molecular weight comes out at 77.1 g mol⁻¹. The HOMO-LUMO gap comes out at 9.645 eV. As for the calculated total energy: -6719.322 eV. As for the relative energy (zero: lowest compared OMol25 entry of this formula, charge and spin): 1.401 eV.

Formally, the Löwdin partial charges of the atoms, in units of the elementary charge, are as follows: -0.11, 0.12, -0.13, 0.05, -0.19, -0.07, 0.14, 0.02, 0.15



Look up the calculated total energy of the second one.
-49271.365 eV



What is the calculated total energy in the third record?
-21742.989 eV



Which formula does entry 5 have?
C5H3MgO6



Look up the molecular weight of the first one.
130.6 g mol⁻¹